Record 1
{
  "formula": "C15H52O11",
  "method": "wB97M-V/def2-TZVPD",
  "symbols": ["O", "O", "O", "O", "O", "O", "O", "O", "O", "O", "O", "C", "C", "C", "C", "C", "C", "C", "C", "C", "C", "C", "C", "C", "C", "C", "H", "H", "H", "H", "H", "H", "H", "H", "H", "H", "H", "H", "H", "H", "H", "H", "H", "H", "H", "H", "H", "H", "H", "H", "H", "H", "H", "H", "H", "H", "H", "H", "H", "H", "H", "H", "H", "H", "H", "H", "H", "H", "H", "H", "H", "H", "H", "H", "H", "H", "H", "H"],
  "coordinates": [[20.849, -18.281, -19.080], [15.135, -18.244, -22.852], [20.649, -27.181, -22.745], [16.205, -22.176, -20.527], [22.820, -21.247, -21.358], [15.711, -22.335, -24.642], [10.471, -21.278, -22.108], [16.490, -24.383, -17.293], [19.527, -21.008, -25.742], [20.791, -21.346, -13.325], [13.396, -18.337, -16.578], [14.461, -18.665, -17.554], [19.371, -20.294, -14.803], [20.368, -18.986, -12.942], [19.844, -20.345, -13.398], [17.563, -21.831, -20.388], [11.273, -22.861, -20.511], [22.557, -22.659, -21.277], [13.724, -22.754, -25.891], [15.727, -24.258, -25.992], [10.868, -21.394, -20.786], [20.172, -19.986, -25.003], [21.461, -17.751, -17.943], [15.249, -22.850, -25.893], [9.673, -21.005, -19.935], [19.277, -27.160, -22.618], [22.352, -20.745, -20.687], [11.731, -20.733, -20.707], [20.053, -17.814, -19.348], [16.121, -24.135, -18.141], [14.454, -18.133, -18.505], [22.170, -16.989, -18.265], [19.559, -18.283, -12.741], [22.636, -23.138, -22.253], [18.673, -27.505, -23.458], [16.052, -22.431, -21.440], [15.432, -24.690, -26.947], [20.622, -21.997, -14.010], [9.314, -20.008, -20.189], [13.316, -23.003, -26.870], [18.989, -20.590, -12.767], [9.954, -21.082, -18.885], [9.839, -21.988, -22.238], [8.785, -21.609, -20.122], [16.579, -22.007, -24.888], [20.927, -28.066, -22.991], [20.173, -20.385, -15.535], [12.060, -23.241, -21.163], [10.472, -23.562, -20.746], [17.694, -21.247, -19.477], [15.463, -19.135, -22.731], [15.648, -22.178, -26.652], [18.202, -22.706, -20.508], [18.788, -19.391, -14.987], [13.233, -23.396, -25.160], [17.854, -21.151, -21.189], [21.178, -18.622, -13.573], [16.620, -25.329, -17.355], [18.769, -21.194, -14.931], [20.735, -17.267, -17.289], [20.062, -21.794, -25.603], [11.563, -23.005, -19.470], [13.524, -21.713, -25.637], [18.904, -27.817, -21.833], [21.602, -22.923, -20.821], [23.335, -23.148, -20.691], [21.199, -19.864, -25.347], [19.623, -19.051, -25.116], [15.237, -24.828, -25.203], [13.498, -17.400, -16.393], [14.363, -18.346, -23.409], [22.146, -18.523, -17.593], [20.782, -19.084, -11.938], [14.489, -19.738, -17.744], [20.204, -20.043, -23.915], [15.469, -18.509, -17.171], [19.030, -26.103, -22.518], [16.812, -24.268, -25.886]],
  "forces_ev_per_angstrom": [[-0.621, -1.001, -1.013], [0.139, 0.244, 0.108], [1.205, -0.432, -0.465], [-0.517, -0.136, 0.288], [-0.136, -0.642, -0.524], [0.254, 0.447, 0.133], [-0.126, 0.059, -1.834], [0.089, 0.099, 0.208], [-0.086, -0.082, 0.644], [1.524, -0.835, 0.858], [1.493, -0.459, -1.585], [0.065, -0.252, 0.878], [-0.908, -0.204, -0.820], [0.517, -0.695, 1.157], [-0.557, 1.389, -0.091], [0.176, 0.567, -0.843], [0.252, 0.136, 0.032], [0.531, 0.189, 0.440], [0.436, 0.495, -0.156], [0.048, -0.337, -0.577], [-0.290, -1.316, 0.440], [0.160, 1.096, 0.059], [0.888, 0.867, -0.771], [-1.153, 0.047, 0.568], [0.273, 0.512, 0.606], [-1.526, 0.267, -0.031], [-0.137, -0.272, 0.144], [-0.093, 0.078, 0.504], [0.149, 0.209, 0.235], [-0.125, 0.204, -0.296], [-0.726, 0.137, 0.040], [-0.001, 0.556, 0.055], [-0.076, 0.128, -0.786], [-0.239, 0.473, -0.225], [0.451, -0.043, -0.797], [-0.088, -0.055, -0.099], [0.168, -0.137, -0.089], [-0.029, -0.029, 0.038], [0.423, 0.253, 0.217], [0.001, 0.134, -0.044], [-0.185, -0.064, 0.268], [-0.338, 0.209, 0.160], [-0.206, 0.007, -0.386], [0.264, -0.602, -0.047], [0.343, 0.226, 0.590], [0.157, -0.030, 0.001], [0.263, 0.390, 0.122], [0.414, 0.527, 0.049], [-0.575, 0.219, 0.263], [0.084, -0.587, 0.211], [0.067, -0.267, 0.042], [-0.038, -0.250, -0.440], [0.214, -0.034, 0.617], [-0.166, -0.183, -0.238], [0.280, -0.049, 0.150], [0.114, 0.194, -0.203], [-0.290, 0.240, -0.188], [0.043, -0.234, 0.033], [-0.449, 0.123, -0.427], [0.277, -0.557, 0.611], [-0.100, -0.229, -0.144], [0.032, -0.071, -0.009], [-0.482, -0.047, -0.131], [0.078, 0.438, 0.713], [-0.152, 0.249, -0.109], [0.077, 0.050, 0.282], [0.029, 0.211, -0.046], [0.014, -0.036, -0.664], [0.261, -0.103, 0.088], [-0.063, 0.089, 0.065], [-0.216, -0.017, -0.137], [-0.679, -0.141, 0.870], [0.348, -0.257, 0.081], [-0.755, 0.038, -0.001], [-0.085, -1.007, 0.198], [-0.016, 0.429, 0.582], [-0.369, -0.181, 0.579], [-0.004, -0.354, -0.007]],
  "mulliken_charge": [-0.477, -0.615, -0.491, -0.453, -0.511, -0.483, -0.559, -0.626, -0.480, -0.567, -0.506, -0.469, -1.494, -1.336, 0.785, -0.565, -1.243, -0.471, -1.351, -1.209, 0.337, -0.599, -0.525, 0.434, -1.240, -0.451, 0.302, 0.297, 0.275, 0.316, 0.273, 0.300, 0.379, 0.227, 0.251, 0.265, 0.394, 0.332, 0.338, 0.397, 0.115, 0.356, 0.363, 0.310, 0.257, 0.285, 0.403, 0.340, 0.358, 0.277, 0.305, 0.346, 0.208, 0.319, 0.309, 0.263, 0.300, 0.309, 0.404, 0.245, 0.291, 0.343, 0.307, 0.258, 0.162, 0.288, 0.293, 0.264, 0.299, 0.286, 0.315, 0.183, 0.360, 0.191, 0.238, 0.228, 0.147, 0.292],
  "mol_weight_g_mol": 408.6,
  "homo_lumo_gap_ev": 10.125,
  "e_tot_ha": -1430.14182,
  "relative_energy_kj_mol": 490.2,
  "smiles": "CC(C)O.CC(C)O.CC(C)O.CO.CO.CO.CO.CO.CO.O.O",
  "max_force_ev_per_a": 2.2
}



Record 2
{
  "formula": "C5H11N2",
  "method": "wB97M-V/def2-TZVPD",
  "symbols": ["N", "N", "C", "C", "C", "C", "C", "H", "H", "H", "H", "H", "H", "H", "H", "H", "H", "H"],
  "coordinates": [[-2.910, 0.526, 0.594], [1.940, -0.644, 0.668], [-1.214, -0.397, -0.867], [3.098, -0.307, 1.148], [1.378, 0.022, -0.315], [0.269, -0.704, -1.069], [-1.402, 0.625, 0.284], [-0.901, 0.205, 1.202], [-0.785, 1.525, 0.098], [3.685, 0.470, 0.654], [-3.162, 1.174, 1.335], [1.770, 0.969, -0.710], [-2.551, 1.179, -0.240], [0.572, -0.977, -2.074], [-1.860, -1.212, -0.548], [-1.732, 0.029, -1.732], [0.381, -1.653, -0.501], [3.425, -0.830, 2.071]],
  "forces_ev_per_angstrom": [[2.622, 2.576, -3.221], [0.176, 0.194, 0.730], [-0.969, 2.086, 0.550], [-0.444, -0.181, 0.286], [-1.179, -0.384, -2.232], [1.169, -2.202, 2.309], [2.943, -3.892, 3.449], [0.077, 0.129, -0.718], [-1.052, 0.593, -0.174], [0.458, -0.312, 0.028], [0.195, 0.282, 0.046], [-0.101, 0.262, 0.651], [-4.924, 0.192, 0.613], [0.127, 0.727, -0.541], [0.665, -0.587, -0.241], [0.493, -0.116, -0.289], [-0.211, 0.047, -0.616], [-0.046, 0.585, -0.631]],
  "mulliken_charge": [-0.578, -0.231, -0.533, -0.081, 0.020, -0.627, -0.757, 0.400, 0.326, 0.274, 0.262, 0.453, 0.278, 0.477, 0.324, 0.444, 0.253, 0.295],
  "mol_weight_g_mol": 99.2,
  "homo_lumo_gap_ev": 6.176,
  "e_tot_ha": -306.15193,
  "relative_energy_kj_mol": 607.9,
  "charge": 1,
  "max_force_ev_per_a": 6.0
}



Record 3
{
  "formula": "C35H25BCl2F4LaN4O2P",
  "method": "wB97M-V/def2-TZVPD",
  "symbols": ["La", "Cl", "Cl", "P", "F", "F", "F", "F", "O", "O", "N", "N", "N", "N", "C", "C", "C", "C", "C", "C", "C", "C", "C", "C", "C", "C", "C", "C", "C", "C", "C", "C", "C", "C", "C", "C", "C", "C", "C", "C", "C", "C", "C", "C", "C", "C", "C", "C", "C", "B", "H", "H", "H", "H", "H", "H", "H", "H", "H", "H", "H", "H", "H", "H", "H", "H", "H", "H", "H", "H", "H", "H", "H", "H", "H"],
  "coordinates": [[0.373, -0.134, -0.755], [0.625, 2.584, 0.560], [-1.436, -5.702, -1.115], [-1.765, 1.710, -1.224], [-0.730, -0.916, -2.628], [0.674, -1.484, -4.397], [-0.257, 0.634, -4.244], [1.389, -0.008, -2.727], [1.980, -2.792, 6.644], [1.302, -0.746, 6.849], [1.022, -2.620, -1.357], [-0.013, -0.226, 1.789], [1.648, -1.715, 6.205], [2.409, -0.929, 0.678], [0.745, -5.095, -2.610], [2.844, -2.120, 4.156], [0.953, -0.736, 2.593], [-1.782, 4.572, -4.167], [-4.905, 0.246, -3.365], [-1.251, 2.877, -2.546], [1.873, -3.011, -2.311], [-0.325, -0.166, 4.558], [0.105, 3.080, -2.801], [-4.361, 0.824, -0.702], [-3.201, 3.723, 0.197], [-0.134, -4.702, -1.610], [-5.867, 0.016, -2.391], [0.049, -3.469, -1.009], [-1.256, 0.411, 3.730], [0.513, 4.019, -3.733], [0.801, -0.800, 3.994], [-0.432, 4.758, -4.426], [3.539, -1.362, 0.135], [-2.112, 5.259, 1.697], [1.781, -1.539, 4.743], [2.174, -1.217, 1.982], [-1.088, 0.308, 2.354], [-5.590, 0.294, -1.060], [-2.195, 3.646, -3.223], [3.091, -1.938, 2.764], [-3.247, 4.839, 1.019], [-3.670, 0.768, -3.016], [4.464, -2.156, 0.811], [-2.017, 3.006, 0.052], [-0.918, 4.565, 1.561], [4.243, -2.442, 2.134], [-0.895, 3.453, 0.745], [1.774, -4.234, -2.951], [-3.406, 1.091, -1.684], [0.241, -0.463, -3.663], [-6.333, 0.094, -0.299], [2.479, -4.503, -3.724], [-4.150, 1.052, 0.337], [4.952, -3.030, 2.703], [3.736, -1.052, -0.885], [-2.155, 6.133, 2.333], [-4.170, 5.394, 1.114], [-0.631, -3.160, -0.218], [1.569, 4.165, -3.920], [-0.115, 5.481, -5.166], [-6.831, -0.390, -2.667], [-0.445, -0.134, 5.629], [5.343, -2.518, 0.297], [-2.125, 0.915, 4.128], [-3.250, 3.527, -3.019], [3.533, -2.706, 4.750], [0.855, 2.498, -2.282], [-5.120, 0.016, -4.400], [-2.911, 0.916, -3.774], [0.618, -6.045, -3.110], [-4.088, 3.417, -0.341], [-2.522, 5.153, -4.702], [2.650, -2.316, -2.597], [-1.859, 0.679, 1.685], [-0.022, 4.895, 2.070]],
  "forces_ev_per_angstrom": [[0.749, -0.734, 2.178], [0.528, 0.348, 0.168], [-0.005, -0.015, 0.011], [-1.262, 1.699, -0.470], [-0.319, -0.171, -0.901], [0.007, 0.004, -0.033], [0.063, -0.119, -0.205], [0.641, 0.085, -1.522], [-0.211, 0.178, -0.015], [-0.154, -0.141, -0.119], [-0.111, -0.413, -0.118], [-0.080, -0.197, 0.567], [0.480, 0.002, 0.119], [0.242, 0.092, 0.335], [-0.011, 0.028, 0.017], [-0.054, -0.044, 0.309], [0.011, -0.026, 0.314], [-0.095, 0.036, -0.016], [-0.037, -0.042, 0.000], [0.033, -0.153, -0.024], [0.121, -0.045, -0.018], [-0.012, -0.015, -0.114], [-0.261, -0.042, -0.004], [0.096, 0.036, -0.034], [0.015, 0.051, 0.094], [0.056, 0.042, 0.028], [0.007, -0.006, 0.005], [-0.105, -0.015, 0.083], [-0.062, -0.064, 0.103], [0.136, -0.017, 0.050], [-0.111, 0.073, -0.082], [0.013, 0.005, 0.003], [-0.075, 0.094, 0.030], [-0.105, -0.019, -0.027], [0.097, -0.082, -0.263], [0.116, -0.127, 0.119], [0.047, -0.055, -0.116], [-0.028, -0.059, 0.070], [0.078, -0.033, 0.013], [-0.143, 0.144, -0.299], [-0.003, 0.015, -0.003], [0.044, -0.013, 0.064], [0.079, -0.015, 0.057], [0.118, -0.265, -0.009], [0.230, -0.011, 0.066], [-0.002, 0.041, -0.015], [-0.611, 0.012, -0.029], [-0.045, -0.045, 0.049], [0.124, -0.104, 0.052], [-0.194, 0.014, -0.380], [-0.003, 0.026, -0.006], [0.018, 0.041, 0.003], [-0.078, -0.007, 0.002], [-0.008, -0.006, 0.000], [-0.035, -0.093, -0.045], [0.049, 0.005, -0.006], [0.000, -0.015, 0.030], [-0.039, -0.022, -0.017], [-0.020, 0.000, -0.031], [-0.011, 0.009, 0.005], [0.002, 0.011, -0.008], [-0.011, -0.011, 0.034], [0.019, 0.053, 0.004], [-0.011, -0.051, 0.011], [-0.052, -0.037, -0.019], [-0.019, 0.004, 0.010], [0.121, 0.020, -0.029], [0.030, -0.005, 0.002], [-0.017, 0.089, -0.048], [0.002, -0.012, 0.029], [0.035, 0.005, -0.023], [0.011, 0.005, 0.010], [-0.031, 0.042, -0.002], [0.025, 0.063, -0.004], [-0.011, -0.025, 0.009]],
  "mulliken_charge": [2.160, -0.154, -0.180, 0.291, -0.430, -0.219, -0.218, -0.495, -0.528, -0.546, 0.075, 0.194, 0.910, -0.030, -0.233, -0.934, -0.158, -0.763, -0.834, 1.383, -0.194, -0.775, -0.112, -0.496, -0.811, -0.207, -0.569, -0.175, -1.217, -0.890, 0.842, -0.729, -0.268, -0.658, 0.166, 0.015, -0.141, -0.789, -0.388, 0.849, -0.819, -0.658, -1.101, 0.408, -0.590, -0.641, 0.757, -0.726, 0.550, 0.616, 0.467, 0.442, 0.384, 0.496, 0.707, 0.423, 0.475, 0.449, 0.463, 0.428, 0.442, 0.555, 0.458, 0.521, 0.381, 0.538, 0.137, 0.460, 0.530, 0.482, 0.480, 0.469, 0.248, 0.501, 0.524],
  "mol_weight_g_mol": 861.2,
  "homo_lumo_gap_ev": 7.578,
  "e_tot_ha": -3435.68635,
  "relative_energy_kj_mol": 36.8,
  "charge": 2,
  "max_force_ev_per_a": 2.4
}



no.,lowest unoccupied orbital energy (eV)
1,0.13
2,-7.58
3,-6.35